Arrangement 1

Entry from the Open Molecules 2025 dataset: a 2-piece molecular cluster, C3H4BNO2 overall (ωB97M-V/def2-TZVPD).

Values from the calculation:
charge = 0
SMILES string = C=C=C=N.O=BO
HOMO-LUMO gap = 8.82 eV
E_HOMO = -9.5 eV

Each line ends with the Löwdin charge.
Positions of all 11 atoms, in Å:
B (2.229, -0.597, 0.168)  -0.708
C (-1.362, -0.859, 0.261)  -0.192
C (0.217, -0.286, -1.696)  0.056
C (-0.477, -0.553, -0.605)  -0.117
N (-1.801, -1.412, 1.240)  0.171
O (1.800, -1.772, 0.291)  0.233
O (2.730, 0.479, 0.237)  0.170
H (1.190, -0.776, -1.876)  0.079
H (-0.066, 0.547, -2.369)  0.095
H (0.839, -1.998, 0.066)  0.144
H (-2.710, -1.223, 1.611)  0.069



Arrangement 2

Entry from the Open Molecules 2025 dataset: C3H4BNO2 as an isolated structure (ωB97M-V/def2-TZVPD).

Values from the calculation:
charge = 0
HOMO-LUMO gap (spin up / spin down) = 9.17 / 8.03 eV
E_HOMO (spin up / spin down) = -9.4 / -9.5 eV

Each line ends with the Löwdin charge.
Positions of all 11 atoms, in Å:
B (0.260, -0.085, 1.018)  -0.727
C (1.040, 0.764, -1.358)  -0.307
C (-1.399, -0.288, -1.649)  0.216
C (0.173, 0.172, -0.492)  0.072
N (1.745, 1.260, -2.131)  0.170
O (1.413, 0.356, 1.585)  0.184
O (-0.741, -0.711, 1.686)  0.181
H (-1.259, -0.100, -2.684)  0.003
H (-2.190, -0.763, -1.121)  -0.003
H (1.546, 0.237, 2.526)  0.108
H (-0.588, -0.842, 2.620)  0.104



Which one sits at the top of the stability order? arrangement 1 does.



Arrangement 1

Entry from the Open Molecules 2025 dataset: an isolated ion of composition C2H7N2 and charge +1 (ωB97M-V/def2-TZVPD).

Values from the calculation:
charge = +1
SMILES string = CNC=[NH2+]
HOMO-LUMO gap = 11.69 eV
E_HOMO = -15.6 eV

Each line ends with the Löwdin charge.
Positions of all 11 atoms, in Å:
C (-1.281, 1.199, -0.508)  -0.018
N (-0.550, -0.057, -0.248)  0.031
C (0.661, -0.019, 0.218)  -0.115
N (1.252, -1.160, 0.573)  0.191
H (-1.352, 1.424, -1.575)  0.101
H (-0.700, 2.020, -0.112)  0.090
H (-2.310, 1.213, -0.152)  0.104
H (-1.108, -0.884, -0.406)  0.172
H (1.209, 0.921, 0.299)  0.176
H (0.704, -1.994, 0.451)  0.133
H (2.198, -1.215, 0.901)  0.136



Arrangement 2

Entry from the Open Molecules 2025 dataset: a 2-piece molecular cluster, C2H7N2 overall (ωB97M-V/def2-TZVPD).

Values from the calculation:
charge = +1
HOMO-LUMO gap (spin up / spin down) = 8.56 / 7.61 eV
E_HOMO (spin up / spin down) = -15.2 / -15.1 eV

Each line ends with the Löwdin charge.
Positions of all 11 atoms, in Å:
C (0.441, -0.123, 0.885)  -0.172
C (-1.505, -0.098, -0.666)  -0.115
N (1.774, 0.135, 1.016)  0.131
N (-0.132, 0.008, -0.282)  -0.026
H (-0.145, -0.183, 1.840)  0.185
H (-1.725, 0.796, -1.370)  0.119
H (-2.172, 0.207, 0.235)  0.135
H (-1.976, -1.000, -1.234)  0.129
H (2.219, 0.147, 1.937)  0.133
H (2.473, 0.181, 0.318)  0.081
H (1.360, 0.117, -1.519)  0.400



Which one sits at the top of the stability order? arrangement 1 does.



Arrangement 1

Entry from the Open Molecules 2025 dataset: an isolated ion of composition C4H6NO2 and charge +1 (ωB97M-V/def2-TZVPD).

Values from the calculation:
charge = +1
SMILES string = C=CO[N+](C)=C=O
HOMO-LUMO gap = 9.11 eV
E_HOMO = -15.1 eV

Each line ends with the Löwdin charge.
Positions of all 13 atoms, in Å:
C (-1.225, -0.263, -1.938)  0.075
C (-1.239, 0.160, -0.755)  -0.121
C (1.305, 0.262, -0.655)  0.012
C (1.054, 0.051, 1.936)  0.043
N (0.840, -0.292, 0.512)  -0.009
O (1.704, 0.719, -1.604)  0.399
O (-0.547, -0.092, 0.548)  -0.083
H (-2.247, -0.250, -2.201)  0.095
H (-0.562, -0.443, -2.702)  0.070
H (-2.183, -0.132, -0.154)  0.177
H (0.798, -0.865, 2.475)  0.122
H (0.280, 0.662, 2.284)  0.089
H (2.023, 0.484, 2.254)  0.130



Arrangement 2

Entry from the Open Molecules 2025 dataset: a 2-piece molecular cluster, C4H6NO2 overall (ωB97M-V/def2-TZVPD).

Values from the calculation:
charge = +1
HOMO-LUMO gap (spin up / spin down) = 6.50 / 6.43 eV
E_HOMO (spin up / spin down) = -15.1 / -15.1 eV

Each line ends with the Löwdin charge.
Positions of all 13 atoms, in Å:
C (1.046, -1.028, -0.962)  -0.483
C (0.252, -1.782, 0.024)  0.087
C (1.998, -1.916, -1.680)  0.000
C (1.618, -0.827, 2.239)  0.468
N (-0.586, -2.234, 0.677)  -0.079
O (1.007, 0.144, -0.943)  0.167
O (-1.351, -2.828, 1.276)  0.211
H (1.982, -2.957, -1.172)  0.122
H (3.062, -1.433, -1.622)  0.141
H (1.827, -2.049, -2.750)  0.100
H (1.637, -1.771, 2.870)  0.113
H (2.540, -0.423, 1.712)  0.113
H (0.751, -0.247, 2.202)  0.040



Which one sits at the top of the stability order? arrangement 1 does.



Arrangement 1

Entry from the Open Molecules 2025 dataset: an isolated ion of composition C4H6N3 and charge +1 (ωB97M-V/def2-TZVPD).

Values from the calculation:
charge = +1
SMILES string = N#CC#[N+]CCN
HOMO-LUMO gap (spin up / spin down) = 7.12 / 7.12 eV
E_HOMO (spin up / spin down) = -13.6 / -13.6 eV

Each line ends with the Löwdin charge.
Positions of all 13 atoms, in Å:
C (-0.229, 2.969, -1.133)  -0.094
C (-0.332, 1.585, -1.069)  0.131
C (-0.212, -0.874, 0.901)  -0.216
C (-0.411, -0.851, -0.744)  -0.106
N (-0.291, 4.091, -1.165)  0.296
N (1.156, -0.933, 1.290)  -0.015
N (-0.611, 0.458, -1.185)  0.198
H (-0.840, 0.035, 1.252)  0.147
H (-0.717, -1.820, 1.252)  0.132
H (0.355, -1.394, -1.289)  0.141
H (-1.407, -1.323, -0.928)  0.146
H (1.813, -0.154, 1.646)  0.135
H (1.728, -1.790, 1.172)  0.106



Arrangement 2

Entry from the Open Molecules 2025 dataset: an isolated ion of composition C4H6N3 and charge +1 (ωB97M-V/def2-TZVPD).

Values from the calculation:
charge = +1
SMILES string = C[n+]1cnccn1
HOMO-LUMO gap = 9.41 eV
E_HOMO = -15.6 eV

Each line ends with the Löwdin charge.
Positions of all 13 atoms, in Å:
C (-2.463, -0.025, 0.155)  -0.015
C (-1.731, 1.139, 0.106)  -0.023
C (-0.521, -1.144, -0.139)  -0.040
C (1.642, -0.097, 0.180)  -0.012
N (-1.788, -1.122, -0.065)  0.147
N (0.278, -0.014, -0.012)  -0.111
N (-0.393, 1.165, -0.004)  0.196
H (-3.565, 0.009, 0.282)  0.157
H (-2.136, 2.143, 0.015)  0.137
H (-0.047, -2.140, -0.169)  0.167
H (2.218, 0.506, -0.594)  0.142
H (1.898, 0.416, 1.134)  0.137
H (1.966, -1.117, -0.080)  0.118



Arrangement 3

Entry from the Open Molecules 2025 dataset: an isolated ion of composition C4H6N3 and charge +1 (ωB97M-V/def2-TZVPD).

Values from the calculation:
charge = +1
SMILES string = [H]/N=C1/C=N[N+](C)=C1
HOMO-LUMO gap = 8.96 eV
E_HOMO = -15.5 eV

Each line ends with the Löwdin charge.
Positions of all 13 atoms, in Å:
C (2.128, 0.001, -0.199)  -0.030
C (-0.066, 0.699, -0.452)  0.135
C (1.383, 1.111, -0.757)  -0.293
C (-1.155, -1.084, 0.738)  0.003
N (1.415, -0.967, 0.223)  0.210
N (1.849, 2.097, -1.302)  0.270
N (-0.016, -0.424, 0.203)  -0.101
H (3.157, -0.245, -0.225)  0.141
H (-1.050, 1.126, -0.494)  0.153
H (-0.790, -1.440, 1.733)  0.126
H (-1.491, -2.129, 0.239)  0.175
H (-1.935, -0.367, 0.690)  0.084
H (1.376, 2.997, -1.457)  0.128



Which one sits at the top of the stability order? arrangement 2 does.